# 1
A molecular structure, C20H61AsF6N15O10 at a distorted geometry, computed with ωB97M-V with the def2-TZVPD basis set.

Last column: Mulliken charge in e.
Cartesian coordinates (Å):
As1 6.88419 -48.84319 6.42646  2.00
F1 8.27351 -48.22212 5.45455  -0.53
F2 8.09468 -49.94834 7.16648  -0.52
F3 5.55134 -49.39805 7.38658  -0.47
F4 5.91711 -47.57827 5.60557  -0.52
F5 6.52392 -49.95823 5.11780  -0.48
F6 7.38491 -47.72432 7.66493  -0.48
C1 2.61231 -44.93152 11.17085  -1.45
C2 1.32330 -45.61735 10.67242  0.76
C3 0.77571 -45.41962 9.25454  -0.82
O1 0.45066 -44.08268 8.85846  -0.39
C4 1.42163 -43.11745 8.70047  -0.59
N1 1.40981 -47.09623 10.97252  -0.75
H1 3.22783 -45.50820 11.86127  0.41
H2 2.35320 -44.00363 11.68073  0.35
H3 3.33686 -44.66682 10.40075  0.32
H4 0.59124 -45.22502 11.37829  0.15
H5 -0.11210 -46.00298 9.01049  0.34
H6 1.37053 -45.82771 8.43738  0.42
H7 1.89751 -42.80651 9.63050  0.22
H8 0.88676 -42.24133 8.33383  0.21
H9 2.11473 -43.46751 7.93551  0.31
H10 0.54547 -47.59990 10.83345  0.25
H11 2.04495 -47.46367 10.27848  0.26
C5 18.42520 -44.01580 -0.30274  -1.23
C6 18.52645 -44.52075 1.14237  0.26
C7 17.03098 -44.81736 1.71737  -0.77
O2 16.10062 -43.73906 1.70853  -0.30
C8 14.76905 -44.04381 1.82743  -0.67
N2 19.32924 -45.75880 1.30505  -0.68
H12 17.52809 -43.41416 -0.44878  0.31
H13 18.26909 -44.78444 -1.05966  0.31
H14 19.29186 -43.38471 -0.49956  0.31
H15 19.08537 -43.87980 1.82421  0.34
H16 17.14127 -45.18294 2.73829  0.44
H17 16.64971 -45.74304 1.28627  0.36
H18 14.40564 -44.31580 2.81840  0.26
H19 14.65824 -44.95250 1.23575  0.32
H20 14.16569 -43.24511 1.39596  0.23
H21 18.85434 -46.44974 0.74185  0.25
H22 20.25886 -45.61270 0.93821  0.25
C9 8.46161 -56.83643 12.86154  -0.70
O3 7.82217 -55.64953 12.33970  -0.37
C10 6.89730 -54.98673 13.23329  -0.27
C11 6.50360 -53.57250 12.72450  -0.49
N3 5.31488 -52.95013 13.27042  -0.37
C12 5.42856 -52.43512 14.63758  -0.77
C13 6.60884 -51.42134 15.00227  -0.41
O4 7.82274 -52.19246 15.23995  -0.32
C14 7.81085 -53.08377 16.40954  -0.71
H23 9.37189 -56.45404 13.32337  0.27
H24 8.76186 -57.54396 12.08867  0.27
H25 7.87119 -57.39039 13.59136  0.30
H26 7.28088 -54.89731 14.24963  0.17
H27 5.93343 -55.47534 13.37583  0.25
H28 6.23606 -53.80427 11.69357  0.41
H29 7.30104 -52.83057 12.68307  0.29
H30 5.06243 -52.18955 12.65567  0.31
H31 5.38596 -53.26911 15.33810  0.33
H32 4.50668 -51.93560 14.93542  0.40
H33 6.48797 -50.80471 15.89293  0.35
H34 6.86410 -50.63027 14.29719  0.28
H35 7.05628 -53.85104 16.23619  0.22
H36 7.43330 -52.53759 17.27398  0.30
H37 8.74058 -53.60635 16.63454  0.28
C15 14.68840 -49.26069 6.09603  0.60
O5 15.28928 -50.26061 6.41755  -0.66
N4 14.59802 -48.22066 6.78787  -0.38
N5 14.03871 -49.10788 4.97311  -0.45
H38 15.08501 -48.19444 7.67232  0.23
H39 14.40398 -47.36488 6.28779  0.21
H40 13.17003 -48.59281 4.95919  0.23
H41 14.07361 -49.87780 4.32034  0.22
C16 9.43612 -41.55450 11.43880  0.63
O6 9.98066 -41.00112 10.50864  -0.64
N6 9.67834 -42.78469 11.74045  -0.37
N7 8.43083 -41.00318 12.23371  -0.41
H42 9.42444 -43.25854 12.59549  0.18
H43 10.28882 -43.26115 11.09207  0.22
H44 8.23242 -40.04220 11.99444  0.22
H45 7.98802 -41.52275 12.97807  0.18
C17 11.63944 -56.24099 5.58349  0.65
O7 12.58250 -56.00572 6.30801  -0.66
N8 11.42635 -57.40025 5.03886  -0.37
N9 10.74328 -55.40182 5.26744  -0.30
H46 12.10206 -58.15060 5.06071  0.20
H47 10.58305 -57.66397 4.54957  0.15
H48 10.58890 -54.42867 5.48937  0.20
H49 10.07142 -55.80039 4.62722  0.14
C18 -1.06381 -52.13568 4.74711  0.67
O8 -0.15636 -52.70529 4.12181  -0.63
N10 -2.06046 -52.64288 5.44902  -0.36
N11 -1.05987 -50.82337 5.04053  -0.43
H50 -2.52053 -52.01229 6.08994  0.13
H51 -2.30751 -53.62096 5.49819  0.20
H52 -0.11825 -50.45855 5.05978  0.22
H53 -1.75083 -50.37991 5.62876  0.19
C19 4.03577 -47.55718 -0.96538  0.63
O9 4.18322 -47.02772 -2.00466  -0.60
N12 4.17052 -46.93273 0.20409  -0.39
N13 3.81992 -48.81786 -0.70741  -0.47
H54 4.49139 -45.97630 0.25298  0.20
H55 4.11672 -47.51633 1.02665  0.15
H56 4.02468 -49.25635 -1.59392  0.25
H57 4.17374 -49.19511 0.16012  0.23
C20 7.74257 -41.32198 4.35974  0.66
O10 7.23274 -41.14113 3.23876  -0.69
N14 7.28948 -42.10120 5.31361  -0.36
N15 8.77764 -40.65572 4.67783  -0.36
H58 7.71853 -42.04761 6.22638  0.16
H59 6.82729 -42.97736 5.11658  0.23
H60 9.28115 -40.11736 3.98737  0.22
H61 9.13648 -40.72000 5.61974  0.14

Forces on atoms 1 to 6 (eV/Å):
2.61 0.91 -1.25
-0.88 -0.43 0.34
-1.49 0.11 -0.56
0.32 0.04 -0.33
0.18 -0.98 0.88
-0.06 0.24 0.84

Properties
Orbital gap ... 9.01 eV
HOMO energy ... -7.3 eV
E_tot ... -5207.48061 Eh
Net charge ... -1


# 2
10 unconnected molecules or ions with the total composition C20H61N5O10 at a distorted geometry, computed with ωB97M-V with the def2-TZVPD basis set.

Last column: Mulliken charge in e.
Cartesian coordinates (Å):
C1 26.45179 13.15508 -17.32788  -1.63
C2 26.57796 12.40342 -16.01059  0.75
C3 25.85296 11.06725 -16.18373  -0.63
O1 25.65938 10.54873 -14.87791  -0.41
C4 25.07691 9.27874 -14.83925  -0.55
N1 27.97532 12.28684 -15.68447  -0.67
H1 26.93968 14.13232 -17.31498  0.40
H2 25.43920 13.35846 -17.68696  0.39
H3 26.88575 12.60142 -18.16972  0.37
H4 26.02331 12.99154 -15.27568  0.17
H5 26.52978 10.39904 -16.73552  0.18
H6 24.88271 11.15114 -16.68635  0.34
H7 24.09887 9.20724 -15.33019  0.06
H8 24.91386 8.92807 -13.81921  0.33
H9 25.73964 8.49978 -15.24126  0.28
H10 28.13724 11.51513 -15.04650  0.27
H11 28.62609 12.17334 -16.44795  0.24
C5 18.54862 3.01608 -17.35446  -1.10
C6 18.72383 4.50952 -17.19799  -0.04
O2 19.01886 4.72152 -15.82032  -0.50
H12 18.17899 2.79968 -18.36286  0.38
H13 17.75644 2.72115 -16.66512  0.31
H14 19.44477 2.41155 -17.24887  0.15
H15 17.83879 5.08554 -17.48019  0.33
H16 19.60372 4.83767 -17.76790  0.20
H17 19.22529 5.62563 -15.56158  0.14
C7 21.91526 6.79455 -15.71384  -0.42
C8 21.33610 7.90780 -14.87398  -0.04
O3 19.99733 7.46755 -14.59129  0.24
H18 22.70902 7.11922 -16.38932  -0.01
H19 21.20933 6.33314 -16.40981  -0.01
H20 22.28046 5.94326 -15.14034  0.01
H21 21.27256 8.87395 -15.38572  0.34
H22 21.84694 8.11055 -13.92758  0.29
H23 19.45764 8.19959 -14.26380  -0.15
C9 22.39571 2.61327 -15.87913  -1.01
C10 23.26739 3.31071 -16.91357  0.22
O4 23.65674 2.49860 -18.02939  -0.59
H24 21.84143 3.39062 -15.35838  0.23
H25 22.98428 1.95563 -15.24106  0.35
H26 21.69802 1.95001 -16.39555  0.27
H27 24.14807 3.72012 -16.40432  0.16
H28 22.71228 4.15582 -17.33944  0.07
H29 24.26860 3.04014 -18.53411  0.31
C11 26.06892 7.91524 -19.23255  -1.33
C12 24.96934 7.65738 -18.20503  0.28
O5 23.92645 6.83723 -18.68986  -0.53
H30 26.80047 8.65059 -18.89513  0.32
H31 25.57686 8.35151 -20.11036  0.35
H32 26.60332 7.06495 -19.66108  0.36
H33 24.60566 8.63063 -17.88287  0.13
H34 25.42447 7.15356 -17.34336  0.12
H35 24.25961 5.94342 -18.79394  0.27
C13 25.22872 5.24924 -11.78572  -1.09
C14 25.08765 5.70034 -13.26270  -0.09
O6 24.00530 6.61827 -13.36242  -0.18
H36 25.72312 4.27527 -11.76450  0.41
H37 24.23057 5.13105 -11.36966  0.20
H38 25.84753 5.95830 -11.23949  0.27
H39 24.97860 4.75790 -13.81272  0.00
H40 25.96335 6.21771 -13.64938  0.43
H41 23.22413 6.17964 -12.99151  0.05
C15 23.04449 12.42979 -13.74930  -1.27
C16 21.82107 11.56388 -13.48746  0.26
O7 21.83142 11.17535 -12.09392  -0.54
H42 23.97069 12.08166 -13.29506  0.30
H43 22.86089 13.44101 -13.37562  0.42
H44 23.26595 12.55679 -14.81346  0.28
H45 21.85157 10.74782 -14.21119  -0.18
H46 20.93721 12.17463 -13.68111  0.43
H47 20.95909 11.46507 -11.81232  0.34
C17 19.81935 6.12745 -10.50136  -1.14
C18 20.97490 6.54090 -11.42200  0.28
O8 21.08212 5.57500 -12.47888  -0.53
H48 19.81856 5.05092 -10.36932  0.34
H49 18.87486 6.49985 -10.90368  0.14
H50 19.92906 6.65502 -9.54732  0.35
H51 21.91157 6.56728 -10.86725  0.41
H52 20.79093 7.49436 -11.92365  -0.06
H53 20.49315 5.82996 -13.20249  0.25
C19 17.32026 9.86544 -17.01042  0.52
O9 17.28090 10.59300 -17.99691  -0.68
N2 16.22262 9.64561 -16.21418  -0.33
N3 18.44208 9.17201 -16.61497  -0.10
H54 15.37969 10.07320 -16.55684  0.22
H55 16.15657 8.86666 -15.59021  0.17
H56 19.09878 8.95845 -17.34322  0.16
H57 18.36288 8.63485 -15.77668  0.11
C20 17.57042 8.66830 -12.07499  0.34
O10 17.84857 8.75369 -13.27256  -0.65
N4 18.13956 9.35225 -11.03174  -0.30
N5 16.42405 7.99812 -11.70970  -0.32
H58 18.86764 9.99640 -11.28471  0.21
H59 18.10423 8.91039 -10.13355  0.22
H60 15.78520 7.58022 -12.35530  0.20
H61 16.15029 7.99093 -10.74453  0.15

Forces on atoms 1 to 6 (eV/Å):
0.04 0.50 -1.03
-0.83 0.24 -1.74
0.46 -0.18 0.95
-0.07 0.04 0.21
0.03 -1.01 0.32
0.41 -0.27 1.12

Properties
Orbital gap ... 9.31 eV
HOMO energy ... -9.2 eV
Energy above the lowest of the compared OMol25 structures with the same formula, charge and spin ... 0.0 kJ/mol
E_tot ... -1824.75206 Eh
Net charge ... 0